Record 1
{"formula": "C31H21BrI2N4O2Zn", "method": "ωB97M-V/def2-TZVPD", "species": ["Zn", "Br", "C", "C", "C", "C", "O", "C", "C", "N", "C", "C", "C", "C", "C", "C", "C", "C", "N", "C", "C", "H", "H", "H", "H", "H", "H", "H", "H", "H", "H", "I", "C", "C", "C", "I", "C", "C", "C", "C", "N", "C", "C", "O", "H", "H", "H", "H", "N", "C", "C", "C", "C", "C", "C", "H", "H", "H", "H", "H", "H", "H"], "xyz": [[-0.1564, -0.0677, 1.2385], [-6.9468, -2.0188, -0.0092], [-5.2530, -1.5211, 0.6985], [-5.1931, -0.8003, 1.8993], [-3.9770, -0.4652, 2.4205], [-2.7492, -0.8301, 1.7939], [-1.6482, -0.5001, 2.3536], [-2.8401, -1.5783, 0.5688], [-1.7014, -2.0349, -0.1355], [-0.4854, -1.7898, 0.2426], [0.6381, -2.3006, -0.3528], [0.7014, -3.4035, -1.1887], [1.9276, -3.8952, -1.6417], [3.1072, -3.3108, -1.2659], [3.0957, -2.1760, -0.4322], [4.2660, -1.5128, -0.0148], [4.1686, -0.4105, 0.7943], [2.9003, 0.0258, 1.1919], [1.7927, -0.5781, 0.8298], [1.8564, -1.6628, 0.0294], [-4.1125, -1.8942, 0.0479], [-6.1069, -0.5227, 2.4075], [-3.9114, 0.0993, 3.3398], [-1.8865, -2.6225, -1.0393], [-0.2012, -3.9091, -1.4933], [1.9359, -4.7612, -2.2858], [4.0553, -3.7049, -1.5954], [5.2257, -1.8846, -0.3380], [5.0440, 0.1191, 1.1382], [2.7901, 0.8936, 1.8283], [-4.1698, -2.4354, -0.8837], [-3.5424, 1.8496, -1.6630], [-2.6684, 2.6838, 0.0585], [-3.1993, 3.8059, 0.6726], [-2.6219, 4.3062, 1.8150], [-3.4186, 6.0940, 2.6319], [-1.5401, 3.6504, 2.4320], [-0.9553, 4.0085, 3.6629], [0.0468, 3.2349, 4.1852], [0.4780, 2.1017, 3.4853], [-0.0224, 1.7531, 2.3239], [-1.0087, 2.4982, 1.7882], [-1.5443, 2.0256, 0.5450], [-1.0149, 1.0260, -0.0606], [-4.0672, 4.2818, 0.2437], [-1.3126, 4.8787, 4.1944], [0.4874, 3.4712, 5.1400], [1.2537, 1.4682, 3.8905], [0.1720, -0.1558, -2.4671], [1.4537, -0.1159, -2.9454], [2.4039, 0.7556, -2.4076], [3.7121, 0.7311, -2.8480], [4.1114, -0.1642, -3.8274], [3.1771, -1.0349, -4.3669], [1.8657, -1.0106, -3.9383], [-0.5255, -0.5726, -3.0586], [-0.1621, 0.5878, -1.8725], [2.0955, 1.4610, -1.6487], [4.4289, 1.4237, -2.4271], [5.1345, -0.1713, -4.1752], [3.4757, -1.7346, -5.1358], [1.1421, -1.6862, -4.3732]], "atomic_forces_ev_per_a": [[1.12, -0.17, 0.51], [0.04, 0.06, 0.01], [-0.10, -0.23, -0.28], [0.10, -0.05, -0.06], [0.05, 0.03, 0.01], [-0.39, -0.30, -0.06], [-0.49, -0.10, 0.81], [-0.36, 0.36, 0.36], [0.57, -0.12, -0.05], [-0.89, -0.39, -0.18], [0.48, -0.85, -0.56], [-0.18, 0.56, 0.39], [0.45, 0.04, 0.01], [-0.11, -0.13, -0.11], [-0.30, 0.18, 0.15], [-0.16, 0.24, 0.19], [0.16, -0.22, -0.13], [-0.07, 0.03, 0.00], [0.18, 0.22, 0.24], [0.43, -0.64, -0.55], [-0.09, 0.11, 0.13], [0.00, 0.03, -0.02], [0.05, 0.01, 0.06], [0.00, -0.04, 0.02], [-0.15, -0.06, 0.06], [0.03, -0.08, -0.06], [0.12, -0.04, -0.10], [0.14, -0.02, -0.06], [0.04, 0.03, -0.02], [-0.02, 0.08, 0.03], [-0.05, -0.12, -0.12], [0.05, 0.26, 0.28], [0.18, -0.67, -0.46], [-0.01, 0.43, 0.37], [-0.52, 0.56, 0.04], [0.14, -0.41, -0.15], [0.17, -0.30, -0.16], [0.21, -0.16, 0.06], [-0.18, 0.16, 0.01], [0.07, -0.04, -0.13], [0.42, 0.18, 0.40], [-0.53, 0.58, 0.07], [-0.57, 0.60, -0.40], [0.00, 0.31, -0.77], [-0.04, 0.10, -0.03], [-0.03, 0.03, 0.01], [0.08, 0.04, 0.08], [0.07, -0.10, 0.09], [-0.30, 0.04, 0.02], [0.28, -0.17, -0.11], [-0.14, 0.07, 0.11], [0.06, -0.01, -0.03], [0.24, -0.01, -0.02], [0.04, 0.03, -0.04], [-0.04, 0.00, -0.02], [-0.05, 0.05, 0.00], [-0.12, 0.04, 0.06], [-0.04, 0.09, 0.11], [0.02, 0.04, 0.03], [0.05, -0.02, -0.02], [-0.01, -0.04, -0.04], [-0.08, -0.10, -0.01]], "nbo_charge": [1.7135, 0.0319, -0.1468, -0.1921, -0.2418, 0.4308, -0.8478, -0.2531, 0.2302, -0.6511, 0.1513, -0.2252, -0.1815, -0.1900, -0.0990, -0.0856, -0.2713, 0.0840, -0.5885, 0.2329, -0.1543, 0.2273, 0.2175, 0.1673, 0.2148, 0.2197, 0.2170, 0.2226, 0.2293, 0.2037, 0.2170, 0.1406, -0.2161, -0.2414, -0.1542, 0.1171, -0.1329, -0.1254, -0.2520, 0.0607, -0.5483, 0.1652, 0.3109, -0.8976, 0.2395, 0.2337, 0.2248, 0.1938, -0.8209, 0.1749, -0.2514, -0.2025, -0.2808, -0.1866, -0.2733, 0.3814, 0.4235, 0.2039, 0.2084, 0.2097, 0.2097, 0.2030], "orbital_gap_ev": 6.619, "total_charge": 0, "lumo_ev": -0.85, "e_homo_ha": -0.2745, "de_lowest_kcal_mol": 15.36}

=====

Record 2
{"formula": "C31H21BrIN6PtS", "method": "ωB97M-V/def2-TZVPD", "species": ["Pt", "C", "C", "C", "C", "N", "C", "N", "C", "N", "C", "N", "C", "C", "C", "C", "C", "N", "C", "C", "C", "C", "C", "C", "H", "H", "H", "H", "H", "H", "H", "H", "H", "H", "H", "H", "Br", "C", "C", "C", "C", "C", "C", "I", "H", "H", "H", "H", "S", "C", "N", "C", "C", "C", "C", "C", "C", "H", "H", "H", "H", "H"], "xyz": [[0.6186, 0.4101, -0.3699], [-1.8752, 3.8307, -1.4696], [-1.7671, 4.7406, -0.4088], [-0.9388, 4.4174, 0.6200], [-0.2263, 3.1861, 0.6302], [-0.3315, 2.3003, -0.4188], [-1.1388, 2.6729, -1.4300], [0.5081, 2.9978, 1.7035], [1.2699, 1.9979, 2.0607], [1.4895, 0.8617, 1.3240], [2.3151, 0.0375, 2.0462], [2.7181, -1.1490, 1.6742], [2.4261, -1.8671, 0.6134], [3.0280, -3.1554, 0.5940], [2.7987, -4.0207, -0.4317], [1.9357, -3.6067, -1.4551], [1.3749, -2.3570, -1.3847], [1.5963, -1.4605, -0.4060], [2.6616, 0.6711, 3.2834], [3.4583, 0.2785, 4.3540], [3.6043, 1.1652, 5.4033], [2.9597, 2.4070, 5.4047], [2.1429, 2.7975, 4.3612], [2.0006, 1.9204, 3.2906], [-2.5095, 4.0395, -2.3150], [-2.3070, 5.6731, -0.4228], [-0.7853, 5.0660, 1.4669], [-1.2059, 2.0151, -2.2815], [3.6557, -3.4050, 1.4333], [3.2644, -4.9912, -0.4606], [1.7113, -4.2533, -2.2876], [0.7000, -2.0755, -2.1755], [3.9389, -0.6871, 4.3543], [4.2232, 0.8952, 6.2462], [3.0987, 3.0686, 6.2470], [1.6294, 3.7463, 4.3656], [-2.9054, -3.3160, 3.6797], [-3.9821, -2.7020, 2.2465], [-5.2980, -3.1333, 2.1575], [-6.0966, -2.7232, 1.1048], [-5.5819, -1.8836, 0.1299], [-4.2786, -1.4287, 0.2344], [-3.4782, -1.8290, 1.2904], [-1.5017, -1.0522, 1.4771], [-5.6845, -3.7862, 2.9253], [-7.1209, -3.0574, 1.0545], [-6.1892, -1.5677, -0.7050], [-3.8900, -0.7389, -0.4993], [-1.9063, -0.7733, -4.0094], [-1.4604, -0.4674, -2.3848], [-0.2434, -0.0439, -2.1854], [0.4561, 0.0508, -3.3651], [1.7982, 0.4117, -3.4908], [2.3602, 0.3803, -4.7476], [1.6075, 0.0236, -5.8694], [0.2733, -0.3216, -5.7659], [-0.2924, -0.3167, -4.4996], [-2.1576, -0.6278, -1.5858], [2.3657, 0.6903, -2.6091], [3.4014, 0.6316, -4.8697], [2.0732, 0.0105, -6.8414], [-0.3111, -0.5980, -6.6308]], "atomic_forces_ev_per_a": [[0.08, 0.16, -0.70], [0.05, 0.35, 0.29], [-0.04, -0.14, -0.29], [0.00, -0.08, -0.10], [-0.01, -0.16, -0.14], [0.02, -0.10, 0.14], [0.05, -0.36, -0.30], [-0.42, 1.18, 0.44], [0.58, -0.76, 0.13], [0.09, 0.00, 0.56], [-0.37, 1.00, 0.18], [0.76, -1.11, 0.39], [-0.10, 0.09, -0.10], [-0.07, 0.01, -0.16], [-0.14, 0.09, -0.24], [0.34, -0.22, 0.30], [-0.33, 0.26, -0.25], [-0.13, 0.02, 0.09], [-0.38, 0.39, -0.36], [0.13, 0.10, 0.27], [0.11, -0.50, -0.20], [-0.35, 0.38, -0.19], [0.14, 0.04, 0.26], [0.11, -0.52, -0.37], [0.00, -0.07, -0.13], [-0.09, 0.10, 0.03], [0.02, -0.01, 0.08], [0.08, -0.04, 0.10], [0.06, 0.05, 0.06], [0.04, -0.16, 0.04], [-0.09, 0.03, -0.09], [0.03, 0.09, 0.08], [0.10, -0.08, 0.02], [0.04, -0.03, 0.05], [0.00, 0.05, 0.05], [-0.02, 0.11, 0.02], [-0.25, -0.01, -0.08], [0.19, 0.03, 0.08], [0.07, -0.06, 0.11], [0.04, 0.01, -0.02], [0.01, 0.00, 0.03], [0.08, 0.07, -0.04], [0.56, 0.05, 0.40], [-0.87, -0.26, -0.15], [-0.05, -0.06, 0.01], [-0.09, -0.05, -0.03], [-0.08, 0.03, -0.02], [-0.04, 0.09, -0.03], [0.55, 0.18, 0.24], [-0.01, -0.07, -0.26], [-0.59, -0.18, 0.35], [0.26, 0.00, -1.03], [-0.01, 0.01, 0.06], [-0.01, 0.04, 0.11], [-0.26, -0.08, -0.12], [0.15, 0.03, -0.05], [-0.10, 0.04, 0.53], [-0.07, -0.01, 0.29], [-0.02, -0.02, -0.10], [0.11, 0.06, -0.02], [0.08, 0.02, -0.10], [0.03, -0.01, -0.08]], "nbo_charge": [0.8827, -0.2347, -0.1637, -0.1661, 0.3343, -0.4950, 0.0542, -0.3835, 0.2787, -0.4355, 0.2966, -0.3811, 0.3314, -0.1650, -0.1622, -0.2320, 0.0612, -0.4973, -0.1090, -0.1676, -0.2044, -0.2011, -0.1968, -0.0292, 0.2350, 0.2368, 0.2482, 0.1999, 0.2483, 0.2368, 0.2359, 0.2010, 0.2263, 0.2217, 0.2217, 0.2276, 0.0980, -0.1174, -0.2164, -0.1867, -0.2216, -0.1734, -0.2004, 0.1538, 0.2405, 0.2313, 0.2252, 0.1894, 0.4974, -0.0937, -0.5182, 0.1492, -0.2179, -0.1868, -0.1813, -0.1945, -0.2379, 0.2538, 0.2439, 0.2360, 0.2357, 0.2382], "orbital_gap_ev": [5.103, 4.468], "total_charge": 1, "lumo_ev": [-3.09, -6.11], "e_homo_ha": [-0.3013, -0.3887], "spin_multiplicity": 3, "s2": 2.04}

=====

Record 3
{"formula": "C31H21CsN2O6PS", "method": "ωB97M-V/def2-TZVPD", "species": ["Cs", "O", "C", "C", "O", "C", "C", "O", "C", "O", "O", "O", "N", "C", "C", "C", "C", "C", "C", "C", "P", "C", "C", "C", "C", "C", "C", "C", "C", "C", "C", "C", "C", "H", "H", "H", "H", "H", "H", "H", "H", "H", "H", "H", "H", "H", "H", "H", "H", "S", "C", "N", "C", "C", "C", "C", "C", "C", "H", "H", "H", "H", "H"], "xyz": [[0.2908, -0.4907, -0.2162], [-2.1943, -5.6582, -2.8586], [-1.7505, -4.6614, -2.3404], [-2.4163, -3.3025, -2.2266], [-3.5704, -3.0459, -2.5182], [-1.3963, -2.3669, -1.7041], [-0.1450, -3.0541, -1.5065], [0.9714, -2.5462, -1.1766], [-0.3813, -4.5117, -1.6950], [0.3729, -5.4245, -1.4203], [-1.6322, -1.1265, -1.4746], [2.4571, 3.0209, -1.5755], [1.2457, 2.3380, -1.3684], [0.8336, 1.7390, -2.4139], [1.4284, 1.7270, -3.7920], [1.9672, 2.8981, -4.3424], [2.4574, 2.8996, -5.6331], [2.4196, 1.7281, -6.3884], [1.8793, 0.5784, -5.8469], [1.3709, 0.5552, -4.5451], [0.6019, -0.9476, -3.7668], [1.8266, -2.2361, -4.2441], [1.4017, -3.5317, -4.5232], [2.3150, -4.5636, -4.6907], [3.6767, -4.3161, -4.5862], [4.1148, -3.0246, -4.3167], [3.1979, -1.9963, -4.1469], [-0.7618, -1.1921, -4.9909], [-0.6182, -1.7833, -6.2468], [-1.7006, -1.8952, -7.1082], [-2.9502, -1.4173, -6.7240], [-3.1074, -0.8434, -5.4722], [-2.0233, -0.7365, -4.6064], [2.6574, 3.3381, -0.6902], [-0.0883, 1.1886, -2.2361], [1.9953, 3.8017, -3.7535], [2.8725, 3.8083, -6.0522], [2.8085, 1.7199, -7.3998], [1.8547, -0.3265, -6.4433], [0.3413, -3.7539, -4.5947], [1.9503, -5.5650, -4.8800], [4.3890, -5.1234, -4.7034], [5.1740, -2.8167, -4.2263], [3.5620, -1.0003, -3.9221], [0.3452, -2.1820, -6.5490], [-1.5720, -2.3716, -8.0728], [-3.8013, -1.5229, -7.3860], [-4.0832, -0.5136, -5.1396], [-2.1739, -0.3669, -3.5981], [-1.4035, -2.2301, 5.0761], [-0.4560, -1.6502, 3.7491], [-1.0816, -1.0461, 2.8055], [-2.4561, -1.0304, 3.0931], [-3.4234, -0.5073, 2.2336], [-4.7427, -0.5675, 2.6231], [-5.1046, -1.1437, 3.8538], [-4.1578, -1.6768, 4.6987], [-2.8171, -1.6196, 4.2981], [0.6169, -1.8042, 3.7412], [-3.1338, -0.1005, 1.2727], [-5.5100, -0.1828, 1.9644], [-6.1503, -1.1836, 4.1321], [-4.4503, -2.1355, 5.6339]], "atomic_forces_ev_per_a": [[1.48, 3.05, 3.41], [-0.15, -0.21, -0.05], [0.33, 0.58, 0.24], [0.53, -0.23, 0.11], [-0.19, 0.12, -0.06], [-0.51, -0.11, -0.12], [-0.17, -0.79, -0.20], [0.43, -2.31, -0.88], [-0.29, 0.34, -0.24], [0.19, -0.10, 0.01], [-1.75, -0.84, -1.28], [-0.10, -0.02, 0.16], [0.19, 0.00, -0.37], [0.11, 0.45, -0.40], [-0.21, 0.21, 0.50], [-0.04, -0.08, 0.01], [-0.01, -0.13, -0.04], [0.01, 0.15, 0.06], [-0.01, -0.12, 0.02], [0.04, -0.10, -0.14], [0.11, -0.13, -0.75], [-0.03, 0.14, 0.00], [-0.12, -0.16, 0.05], [0.03, 0.05, 0.02], [-0.07, 0.10, 0.00], [-0.09, -0.05, -0.03], [0.00, -0.01, 0.03], [-0.01, -0.04, 0.12], [0.08, 0.02, -0.12], [-0.01, 0.05, 0.11], [0.10, -0.02, 0.04], [0.07, -0.02, 0.05], [-0.04, -0.09, -0.03], [0.03, 0.01, 0.01], [0.07, 0.20, -0.34], [-0.01, 0.01, 0.03], [-0.02, -0.02, 0.00], [-0.01, 0.00, 0.01], [-0.02, 0.01, 0.06], [0.07, 0.02, 0.07], [0.01, 0.00, 0.01], [0.00, 0.01, 0.00], [0.00, 0.00, 0.00], [-0.03, 0.03, 0.01], [-0.08, 0.05, 0.00], [0.00, 0.01, 0.00], [0.02, 0.01, 0.00], [0.00, -0.01, -0.01], [0.02, 0.01, 0.00], [0.08, -0.15, 0.26], [0.18, 0.09, -0.10], [-0.49, -0.13, 0.20], [0.60, 0.20, -0.62], [-0.14, 0.01, 0.00], [0.01, -0.04, 0.09], [-0.05, 0.09, -0.18], [0.18, -0.02, -0.01], [-0.38, -0.06, 0.22], [-0.07, 0.00, 0.03], [0.03, -0.03, 0.02], [-0.01, -0.01, 0.02], [0.02, 0.00, 0.01], [0.05, -0.01, 0.01]], "lowdin_charge": [1.4503, 0.0896, -0.2850, -0.3182, 0.0593, -0.4391, -0.4544, -0.4452, -0.3183, 0.0659, -0.4620, -0.0729, -0.0421, -0.2285, -0.1921, -0.0394, -0.0815, -0.0785, -0.0783, -0.2890, 1.1565, -0.3517, -0.0957, -0.0666, -0.0940, -0.0927, -0.0933, -0.3266, -0.1050, -0.0888, -0.0944, -0.0732, -0.0826, 0.0879, 0.0387, 0.1047, 0.0984, 0.0999, 0.1038, 0.1117, 0.1075, 0.0943, 0.0946, 0.1036, 0.0950, 0.0955, 0.0949, 0.1043, 0.0901, 1.0399, -0.4621, 0.0160, -0.3115, 0.0025, -0.0721, -0.0921, -0.0940, -0.4892, 0.0805, 0.1169, 0.1045, 0.1000, 0.1034], "orbital_gap_ev": 5.168, "total_charge": -1, "lumo_ev": 1.73, "e_homo_ha": -0.1262, "de_lowest_kcal_mol": 41.32}